# 1
C50H56GeN5O2PS5Y | ωB97M-V/def2-TZVPD

XYZ file:
```
121
Properties=species:S:1:pos:R:3
Y -0.276 -0.216 0.177
C 6.375 2.701 1.928
C 5.049 2.338 1.307
C 4.933 2.208 -0.076
C 3.699 1.899 -0.693
C 3.493 1.878 -2.074
N 4.457 2.054 -3.010
C 4.213 2.071 -4.436
C 4.663 0.796 -5.172
C 3.811 -0.440 -4.867
N 2.400 -0.186 -5.051
C 1.553 -0.056 -3.987
C 0.455 0.786 -3.964
C 0.163 1.718 -4.992
C -0.841 2.664 -4.866
C -1.167 3.598 -6.004
C -1.511 2.757 -3.661
C -1.253 1.878 -2.583
C -1.796 2.227 -1.305
N -1.494 1.694 -0.174
C -1.951 2.358 1.039
C -2.004 1.400 2.255
C -0.687 1.329 3.035
N 0.414 1.088 2.124
C 1.540 1.670 2.394
C 2.680 1.768 1.541
C 3.924 2.166 2.090
C 2.551 1.570 0.137
O 1.467 1.184 -0.407
C -0.378 0.768 -2.771
O -0.327 -0.239 -1.970
H 7.191 2.197 1.406
H 6.399 2.419 2.980
H 6.551 3.778 1.867
H 5.802 2.415 -0.692
H 2.477 1.773 -2.430
H 5.416 1.906 -2.737
H 4.766 2.912 -4.866
H 3.147 2.251 -4.594
H 5.692 0.571 -4.894
H 4.635 0.994 -6.249
H 3.979 -0.757 -3.840
H 4.128 -1.254 -5.526
H 2.180 0.388 -5.850
H 1.768 -0.671 -3.123
H 0.742 1.695 -5.910
H -0.422 3.515 -6.796
H -1.195 4.637 -5.669
H -2.141 3.356 -6.436
H -2.242 3.548 -3.519
H -2.454 3.105 -1.310
H -2.946 2.786 0.894
H -1.264 3.184 1.259
H -2.231 -0.611 2.538
H -2.755 1.792 2.941
H -0.755 0.504 3.761
H -0.539 2.251 3.611
H 1.630 2.195 3.354
H 3.989 2.331 3.162
N -2.340 0.051 1.775
P -4.005 -0.216 1.182
C -4.879 -1.038 2.600
C -6.254 -1.232 2.464
C -6.993 -1.848 3.459
C -6.374 -2.264 4.631
C -5.011 -2.075 4.784
C -4.272 -1.469 3.774
C -3.449 -1.977 0.429
C -4.118 -3.183 0.687
C -4.242 -4.178 -0.274
C -3.677 -4.020 -1.530
C -2.978 -2.853 -1.808
C -2.895 -1.851 -0.855
C -4.862 1.524 1.993
C -5.448 2.254 0.959
C -6.258 3.359 1.190
C -6.483 3.781 2.492
C -5.918 3.073 3.544
C -5.138 1.950 3.296
H -6.741 -0.907 1.551
H -8.055 -2.014 3.322
H -6.947 -2.746 5.413
H -4.512 -2.407 5.687
H -3.202 -1.368 3.925
H -4.581 -3.347 1.653
H -4.806 -5.077 -0.049
H -3.794 -4.787 -2.286
H -2.532 -2.707 -2.786
H -2.473 -0.890 -1.152
H -5.251 1.925 -0.061
H -6.717 3.889 0.361
H -7.111 4.641 2.694
H -6.091 3.399 4.564
H -4.738 1.401 4.146
C 5.182 -0.619 4.118
S 5.101 -2.267 3.355
C 5.247 -1.847 1.659
C 4.189 -1.689 0.827
S 2.577 -1.583 1.473
S 4.601 -1.469 -0.861
C 6.328 -1.325 -0.631
S 7.416 -1.004 -1.833
S 6.840 -1.692 0.972
H 5.002 -0.756 5.183
H 4.412 0.008 3.678
H 6.170 -0.196 3.954
C -0.344 -4.584 -0.835
Ge 0.969 -3.859 0.449
C 0.270 -4.114 2.283
C 2.682 -4.866 0.292
C 1.320 -1.938 0.187
H -0.132 -5.630 -1.060
H -0.322 -4.015 -1.764
H -1.351 -4.520 -0.428
H -0.011 -5.157 2.433
H -0.619 -3.498 2.439
H 1.020 -3.846 3.027
H 2.541 -5.935 0.456
H 3.399 -4.498 1.027
H 3.106 -4.723 -0.703
H 1.851 -1.807 -0.763
```

As for the net charge: -1. Its largest force on an atom is 2.21 eV/A. The energy above the lowest of the compared OMol25 structures with the same formula, charge and spin comes out at 0.0 kJ/mol. For the highest occupied orbital energy (spin up / spin down), the calculation gives -3.53 / -3.24 eV.



# 2
C50H59Cl2FeN2P2S2 | ωB97M-V/def2-TZVPD

XYZ file:
```
118
Properties=species:S:1:pos:R:3
Fe -1.156 -0.654 -2.097
C 1.887 5.286 3.666
S 1.037 4.450 5.021
C 1.711 2.767 4.903
C 0.914 1.799 4.034
C 0.915 2.234 2.578
N 0.297 1.314 1.622
P 0.971 -0.194 1.112
C 2.729 0.072 1.561
C 3.372 -0.506 2.652
C 4.723 -0.269 2.884
C 5.444 0.552 2.031
C 4.814 1.130 0.936
C 3.471 0.882 0.699
C 0.439 -1.438 2.350
C -0.458 -1.207 3.387
C -0.924 -2.258 4.168
C -0.495 -3.554 3.921
C 0.389 -3.798 2.877
C 0.840 -2.751 2.089
P -1.216 1.629 0.882
C -2.298 1.944 2.334
C -3.127 0.892 2.725
C -3.908 0.991 3.869
C -3.875 2.149 4.632
C -3.068 3.212 4.245
C -2.291 3.112 3.100
C -1.030 3.323 0.219
C -2.165 4.078 -0.074
C -2.055 5.305 -0.708
C -0.807 5.797 -1.066
C 0.329 5.051 -0.788
C 0.217 3.822 -0.152
H 1.694 6.352 3.782
H 1.530 4.976 2.684
H 2.964 5.124 3.730
H 1.761 2.396 5.927
H 2.742 2.845 4.547
H -0.114 1.739 4.402
H 1.357 0.805 4.131
H 1.949 2.430 2.273
H 0.393 3.186 2.502
H 2.817 -1.145 3.328
H 5.208 -0.730 3.736
H 6.497 0.732 2.212
H 5.373 1.760 0.254
H 2.992 1.310 -0.176
H -0.826 -0.204 3.569
H -1.632 -2.058 4.965
H -0.861 -4.374 4.526
H 0.706 -4.810 2.656
H 1.491 -2.957 1.241
H -3.151 -0.014 2.128
H -4.547 0.164 4.159
H -4.483 2.229 5.526
H -3.037 4.119 4.837
H -1.673 3.950 2.804
H -3.147 3.695 0.183
H -2.949 5.875 -0.933
H -0.721 6.754 -1.566
H 1.307 5.421 -1.074
H 1.108 3.238 0.052
Cl -2.189 -1.740 -0.037
C -2.548 -3.388 -0.537
C -2.810 -4.279 0.486
C -3.090 -5.600 0.175
C -3.093 -5.985 -1.158
C -2.826 -5.062 -2.153
Cl -2.857 -5.643 -3.795
C -2.537 -3.701 -1.909
S -2.223 -2.570 -3.180
H -2.778 -3.935 1.513
H -3.293 -6.322 0.956
H -3.300 -7.009 -1.441
C 3.667 -4.401 -4.490
C 2.704 -3.925 -3.430
C 2.247 -4.793 -2.451
C 1.333 -4.328 -1.499
C 0.813 -5.264 -0.439
C 0.912 -3.015 -1.543
C 1.337 -2.095 -2.536
C 2.261 -2.606 -3.469
N 0.816 -0.824 -2.511
C 1.520 0.251 -3.229
C 1.193 0.271 -4.732
C 3.051 0.220 -2.995
C 1.043 1.575 -2.623
H 3.920 -5.453 -4.350
H 4.595 -3.824 -4.472
H 3.235 -4.289 -5.488
H 2.584 -5.825 -2.430
H 0.341 -6.141 -0.889
H 0.065 -4.778 0.189
H 1.622 -5.625 0.206
H 0.231 -2.666 -0.774
H 2.610 -1.996 -4.291
H 1.489 -0.661 -5.212
H 1.700 1.099 -5.241
H 0.116 0.384 -4.875
H 3.606 -0.405 -3.693
H 3.273 -0.136 -1.985
H 3.447 1.236 -3.097
H -0.037 1.694 -2.688
H 1.502 2.426 -3.137
H 1.325 1.612 -1.567
C -2.738 1.960 -4.573
C -3.381 1.021 -3.555
C -4.807 1.481 -3.248
C -2.513 0.925 -2.291
H -3.364 2.081 -5.465
H -1.757 1.594 -4.896
H -2.588 2.951 -4.129
H -3.454 0.032 -4.023
H -4.790 2.477 -2.786
H -5.289 0.796 -2.545
H -5.427 1.537 -4.151
H -2.078 1.920 -2.110
H -3.167 0.764 -1.417
```

The expectation value of S² is 6.0155. As for the net charge: -1. As for the spin multiplicity: 5. Its largest force on an atom is 0.60 eV/A. The energy above the lowest of the compared OMol25 structures with the same formula, charge and spin comes out at 0.0 kJ/mol. For the highest occupied orbital energy (spin up / spin down), the calculation gives -3.85 / -4.03 eV.



# 3
C50H60BN9P2PtSe2 | ωB97M-V/def2-TZVPD

XYZ file:
```
125
Properties=species:S:1:pos:R:3
Pt 0.240 -0.238 0.221
C 2.679 3.181 -3.257
C 2.706 2.186 -2.145
C 3.805 1.759 -1.438
C 3.332 0.844 -0.489
N 2.006 0.729 -0.628
N 1.629 1.555 -1.646
B 0.183 1.810 -2.126
N -0.598 2.445 -0.968
N -0.477 1.939 0.276
C -1.103 2.765 1.117
C -1.652 3.822 0.379
C -1.307 3.586 -0.940
C -1.631 4.429 -2.129
C -1.063 2.612 2.621
C -1.974 1.468 3.067
C 0.383 2.313 3.049
C -1.521 3.912 3.282
N -0.453 0.492 -2.591
N -0.107 -0.676 -2.012
C -0.629 -1.659 -2.751
C -1.324 -1.098 -3.828
C -1.196 0.272 -3.690
C -1.779 1.337 -4.557
C -0.314 -3.118 -2.523
C 1.214 -3.271 -2.458
C -0.934 -3.601 -1.213
C -0.870 -3.960 -3.671
C 4.260 0.141 0.475
C 5.014 1.199 1.293
C 3.528 -0.781 1.427
C 5.264 -0.685 -0.344
H 3.697 3.509 -3.458
H 2.080 4.052 -2.995
H 2.269 2.748 -4.169
H 4.822 2.080 -1.587
H 0.219 2.570 -3.038
H -2.232 4.652 0.745
H -1.835 5.445 -1.795
H -2.518 4.053 -2.642
H -0.813 4.453 -2.846
H -1.639 0.541 2.610
H -3.008 1.646 2.766
H -1.934 1.354 4.152
H 0.727 1.383 2.592
H 0.449 2.209 4.134
H 1.047 3.120 2.731
H -2.567 4.126 3.052
H -0.913 4.755 2.950
H -1.424 3.823 4.366
H -1.866 -1.610 -4.605
H -1.976 0.929 -5.547
H -1.111 2.191 -4.657
H -2.724 1.692 -4.140
H 1.612 -2.674 -1.636
H 1.672 -2.925 -3.387
H 1.488 -4.317 -2.299
H -0.481 -3.073 -0.379
H -0.772 -4.674 -1.076
H -2.007 -3.402 -1.211
H -0.455 -3.649 -4.631
H -1.958 -3.882 -3.721
H -0.611 -5.008 -3.510
H 4.324 1.745 1.939
H 5.521 1.918 0.648
H 5.764 0.714 1.920
H 2.735 -0.248 1.954
H 4.215 -1.195 2.168
H 3.089 -1.610 0.873
H 5.854 -0.047 -1.003
H 4.743 -1.423 -0.956
H 5.946 -1.212 0.327
Se -5.158 -3.015 3.729
P -4.801 -3.229 1.668
C -4.469 -4.962 1.201
C -4.755 -5.986 2.094
C -4.569 -7.307 1.714
C -4.087 -7.607 0.449
C -3.798 -6.585 -0.445
C -3.997 -5.266 -0.073
C -6.243 -2.796 0.642
C -7.471 -2.630 1.272
C -8.611 -2.382 0.523
C -8.531 -2.305 -0.859
C -7.305 -2.463 -1.490
C -6.162 -2.706 -0.747
C -3.445 -2.203 1.064
C -2.159 -1.928 1.537
N -1.683 -0.965 0.705
N -2.587 -0.672 -0.206
N -3.650 -1.400 -0.006
P -1.004 -2.491 2.778
Se 0.935 -2.357 1.901
C -1.134 -1.450 4.261
C 0.020 -0.915 4.823
C -0.072 -0.132 5.964
C -1.307 0.110 6.548
C -2.456 -0.437 5.993
C -2.375 -1.209 4.845
C -1.308 -4.202 3.277
C -0.976 -5.201 2.363
C -1.007 -6.527 2.753
C -1.378 -6.860 4.048
C -1.720 -5.868 4.954
C -1.677 -4.535 4.575
H -5.126 -5.747 3.083
H -4.788 -8.104 2.414
H -3.933 -8.639 0.156
H -3.422 -6.815 -1.434
H -3.787 -4.471 -0.776
H -7.531 -2.694 2.351
H -9.563 -2.245 1.019
H -9.421 -2.118 -1.445
H -7.239 -2.390 -2.568
H -5.209 -2.795 -1.247
H 0.981 -1.105 4.365
H 0.826 0.297 6.390
H -1.376 0.731 7.432
H -3.423 -0.252 6.441
H -3.275 -1.615 4.400
H -0.670 -4.931 1.359
H -0.733 -7.303 2.051
H -1.396 -7.898 4.358
H -2.001 -6.125 5.967
H -1.928 -3.762 5.287
```

As for the net charge: 0. Its largest force on an atom is 1.54 eV/A. The energy above the lowest of the compared OMol25 structures with the same formula, charge and spin comes out at 14.9 kJ/mol. For the highest occupied orbital energy (spin up / spin down), the calculation gives -7.64 / -7.64 eV.